The following is a quantum chemistry calculation of 3 unconnected molecules or ions with the total composition CH7NO2 in a non-equilibrium geometry, from the OMol25 dataset.

Summary:
* orbital gap: 0.404 Ha
* max |F|: 4.9 eV Å⁻¹
* total energy: -6733.9343 eV
* energy above the lowest of the compared OMol25 structures with the same formula, charge and spin: 135.98 kJ/mol
* SMILES: C=N.O.O
* HOMO: -10.04 eV

The geometry in ORCA input format:
```
! RIJCOSX wB97M-V def2-TZVPD def2/J DEFGRID3
* xyz 0 1
O 2.644 -1.673 -4.071
O -2.364 -3.654 3.040
N -0.553 3.168 1.322
C -0.770 3.412 0.138
H -1.624 2.876 -0.419
H -1.637 -3.972 2.492
H 2.841 -2.636 -3.900
H 3.221 -1.256 -3.423
H -2.013 -3.891 3.922
H 0.503 3.490 1.403
H -0.247 4.136 -0.503
*
```

=====

The following is a quantum chemistry calculation of 7 unconnected molecules or ions with the total composition C22H44Br6O8S4 in a non-equilibrium geometry, from the OMol25 dataset.

Summary:
* orbital gap: 0.375 Ha
* max |F|: 1.6 eV Å⁻¹
* total energy: -503502.9751 eV
* energy above the lowest of the compared OMol25 structures with the same formula, charge and spin: 0.00 kJ/mol
* SMILES: O=S1(=O)CCCC1.O=S1(=O)CCCC1.O=S1(=O)CCCC1.O=S1(=O)CCCC1.BrCCBr.BrCCBr.BrCCBr
* HOMO: -10.08 eV

The geometry in ORCA input format:
```
! RIJCOSX wB97M-V def2-TZVPD def2/J DEFGRID3
* xyz 0 1
Br 0.633 -4.696 2.207
Br -2.839 1.913 3.334
Br -1.917 -1.232 0.004
Br 1.858 0.453 1.985
Br -6.502 0.482 0.947
Br 2.704 -8.762 2.920
S 1.228 1.419 -2.597
S -3.596 2.424 -1.788
S 0.551 -5.735 -3.250
S 5.074 3.832 2.225
O 1.585 1.416 -3.993
O 0.734 0.208 -1.985
O -3.271 2.436 -0.378
O -0.341 -6.659 -3.899
O 1.969 -5.951 -3.313
O 5.220 5.265 2.159
O 5.016 3.061 1.014
O -2.673 3.040 -2.698
C 1.962 -6.119 2.216
C -0.692 -4.218 -1.499
C 0.077 2.745 -2.186
C 0.031 0.200 1.361
C -0.091 -1.125 0.676
C 1.446 -7.265 3.042
C 0.037 -3.256 -2.457
C 2.600 2.108 -1.681
C 5.648 3.090 4.691
C -4.725 0.600 1.737
C -5.869 2.111 -3.109
C 0.162 -4.054 -3.751
C 2.021 3.202 -0.767
C 4.199 2.637 4.458
C -5.419 0.690 -2.718
C -4.600 1.906 2.448
C 6.312 3.149 3.326
C -3.946 0.742 -2.351
C 3.669 3.478 3.301
C 0.106 -5.499 -1.513
C 0.892 3.877 -1.579
C -5.255 3.041 -2.071
H 2.855 3.091 2.696
H -3.627 0.009 -1.621
H -0.795 -3.846 -0.483
H -5.503 2.345 -4.111
H 1.386 -7.046 4.102
H 0.497 -7.666 2.701
H -3.968 0.443 0.984
H -3.315 0.693 -3.240
H 0.083 -1.965 1.340
H -0.397 -6.387 -1.137
H 1.234 4.699 -2.202
H -6.949 2.242 -3.071
H -0.184 1.057 0.731
H -0.650 2.956 -2.965
H 3.208 2.615 -2.434
H -5.307 2.031 3.258
H 0.255 4.339 -0.817
H 6.486 2.141 2.945
H 6.214 2.456 5.372
H -0.599 0.274 2.243
H 2.157 -6.425 1.193
H -5.712 2.879 -1.089
H 1.079 -5.389 -1.032
H 2.855 -5.690 2.657
H -4.677 -0.221 2.448
H 3.543 2.753 5.318
H 1.005 -2.908 -2.100
H -0.600 -2.390 -2.638
H 4.231 1.578 4.182
H -0.721 -4.039 -4.386
H -1.681 -4.373 -1.937
H -0.482 2.290 -1.364
H 1.647 2.696 0.119
H 5.612 4.079 5.162
H 0.995 -3.713 -4.368
H -6.074 0.389 -1.895
H 3.418 4.474 3.669
H 3.235 1.345 -1.239
H 2.841 3.880 -0.543
H -4.554 2.757 1.780
H 7.225 3.737 3.293
H 0.543 -1.202 -0.202
H -5.584 -0.046 -3.505
H -5.223 4.105 -2.284
*
```

=====

The following is a quantum chemistry calculation of 3 unconnected molecules or ions with the total composition C7H10N2O2 in a non-equilibrium geometry, from the OMol25 dataset.

Summary:
* orbital gap: 0.293 Ha
* max |F|: 5.0 eV Å⁻¹
* total energy: -14492.7554 eV
* energy above the lowest of the compared OMol25 structures with the same formula, charge and spin: 415.02 kJ/mol
* HOMO: -7.35 eV

The geometry in ORCA input format:
```
! RIJCOSX wB97M-V def2-TZVPD def2/J DEFGRID3
* xyz 0 1
O 2.955 0.093 1.977
O 3.544 -0.172 -0.211
N -0.514 2.393 -0.154
N -0.323 -1.190 -1.771
C -1.046 -0.315 -1.034
C 0.501 -1.874 -0.925
C -0.925 -0.664 0.285
C 3.203 -0.012 0.885
C -1.715 -0.068 1.392
C 0.164 -1.604 0.338
C 0.097 1.579 -0.961
H 1.209 -2.563 -1.301
H 1.051 1.179 -0.566
H -2.146 -0.870 1.878
H -0.362 2.326 0.760
H -0.108 -0.735 -2.751
H -2.403 0.554 0.864
H -0.942 0.432 1.881
H -1.506 0.519 -1.512
H 0.627 -1.906 1.242
H -1.359 2.897 -0.316
*
```

=====

The following is a quantum chemistry calculation of a molecular structure, C8H17N3O2 in a non-equilibrium geometry, from the OMol25 dataset.

Summary:
* orbital gap: 0.331 Ha
* max |F|: 4.2 eV Å⁻¹
* total energy: -17132.8238 eV
* energy above the lowest of the compared OMol25 structures with the same formula, charge and spin: 195.67 kJ/mol
* HOMO: -8.28 eV

The geometry in ORCA input format:
```
! RIJCOSX wB97M-V def2-TZVPD def2/J DEFGRID3
* xyz 0 1
O 2.218 0.254 -0.598
O -0.226 3.143 1.066
N -0.234 1.798 0.835
N 0.072 -1.138 0.486
N 1.986 2.508 -1.368
C 0.075 1.411 -0.459
C -0.560 -0.466 -0.614
C -0.018 -1.069 -1.956
C -0.167 -0.470 1.779
C 0.389 0.954 1.900
C -0.244 -2.568 0.665
C -2.107 -0.398 -0.747
C 1.507 1.469 -0.849
H 2.852 2.413 -1.725
H 1.036 -1.099 -1.927
H 0.154 -3.340 -0.008
H 1.665 -0.517 -0.413
H -0.439 -2.059 -2.213
H 1.488 1.042 1.603
H 0.335 -2.881 1.550
H 0.116 1.299 2.921
H 0.324 -1.055 2.547
H -1.342 -2.709 0.760
H -0.343 -0.437 -2.723
H -1.254 -0.447 2.049
H -2.525 0.494 -1.204
H 0.658 3.555 0.999
H -0.458 2.079 -1.104
H -2.562 -0.558 0.178
H -2.397 -1.208 -1.430
*
```

=====

The following is a quantum chemistry calculation of a single C4H3N molecule in a non-equilibrium geometry, from the OMol25 dataset.

Summary:
* orbital gap: 0.407 Ha
* max |F|: 8.6 eV Å⁻¹
* total energy: -5682.5150 eV
* energy above the lowest of the compared OMol25 structures with the same formula, charge and spin: 192.27 kJ/mol
* SMILES: C#CCC#N
* HOMO: -10.48 eV

The geometry in ORCA input format:
```
! RIJCOSX wB97M-V def2-TZVPD def2/J DEFGRID3
* xyz 0 1
N -2.237 -0.698 0.041
C -0.051 0.813 0.030
C -1.378 0.182 -0.117
C 2.294 -0.446 0.075
C 1.156 0.020 -0.040
H -0.008 1.168 1.085
H 3.230 -1.114 -0.249
H 0.310 1.417 -0.813
*
```

=====

The following is a quantum chemistry calculation of 2 unconnected molecules or ions with the total composition C5H12O2, from the OMol25 dataset.

Summary:
* orbital gap: 0.353 Ha
* max |F|: 0.4 eV Å⁻¹
* total energy: -9473.5208 eV
* energy above the lowest of the compared OMol25 structures with the same formula, charge and spin: 155.81 kJ/mol
* SMILES: CC/C=C\O.CO
* HOMO: -9.03 eV

The geometry in ORCA input format:
```
! RIJCOSX wB97M-V def2-TZVPD def2/J DEFGRID3
* xyz 0 1
O 1.705 0.097 1.000
O -0.822 1.456 1.214
C 1.633 -0.107 -0.364
C -0.398 2.493 0.362
C -0.138 -1.879 -0.123
C 0.792 -0.985 -0.896
C -1.611 -1.512 -0.327
H 0.765 -1.041 -1.983
H -1.876 -1.519 -1.392
H 2.286 0.523 -0.966
H 0.327 3.167 0.847
H 0.052 2.113 -0.568
H 0.031 -2.917 -0.440
H -2.264 -2.229 0.184
H -1.278 3.083 0.095
H -1.808 -0.511 0.071
H 2.462 0.658 1.201
H 0.112 -1.833 0.942
H -0.050 0.890 1.371
*
```

=====

Question: Look up the max |F| of the second one.
Answer: 1.6 eV Å⁻¹

=====

What did the sixth record say?
The following is a quantum chemistry calculation of 2 unconnected molecules or ions with the total composition C5H12O2, from the OMol25 dataset.

Summary:
* orbital gap: 0.353 Ha
* max |F|: 0.4 eV Å⁻¹
* total energy: -9473.5208 eV
* energy above the lowest of the compared OMol25 structures with the same formula, charge and spin: 155.81 kJ/mol
* SMILES: CC/C=C\O.CO
* HOMO: -9.03 eV

The geometry in ORCA input format:
```
! RIJCOSX wB97M-V def2-TZVPD def2/J DEFGRID3
* xyz 0 1
O 1.705 0.097 1.000
O -0.822 1.456 1.214
C 1.633 -0.107 -0.364
C -0.398 2.493 0.362
C -0.138 -1.879 -0.123
C 0.792 -0.985 -0.896
C -1.611 -1.512 -0.327
H 0.765 -1.041 -1.983
H -1.876 -1.519 -1.392
H 2.286 0.523 -0.966
H 0.327 3.167 0.847
H 0.052 2.113 -0.568
H 0.031 -2.917 -0.440
H -2.264 -2.229 0.184
H -1.278 3.083 0.095
H -1.808 -0.511 0.071
H 2.462 0.658 1.201
H 0.112 -1.833 0.942
H -0.050 0.890 1.371
*
```

=====

Question: Which of these has the lowest total energy?
Answer: C22H44Br6O8S4

=====

Question: What is the orbital gap in the fourth record?
Answer: 0.331 Ha